1.
C53H38AsCl4N4RhS2 | ωB97M-V/def2-TZVPD

```
103
Properties=species:S:1:pos:R:3:lowdin_charge:R:1
Rh -0.8518 0.6785 -0.0507 1.0491
Cl -4.6798 -3.1319 7.5189 0.7110
C -4.0392 -2.4970 6.0968 -0.7035
C -3.3009 -1.2855 6.0651 -0.0950
C -2.8363 -0.7549 4.8964 -0.0598
C -3.0322 -1.4278 3.6794 -0.1697
C -3.7449 -2.6441 3.7091 -0.0339
C -4.2808 -3.1660 4.8772 -0.0858
C -2.5714 -0.8786 2.3896 -0.0547
C -1.8049 -1.7209 1.5434 -0.1937
C -1.4635 -3.1236 1.7326 0.0069
C -0.6931 -3.5163 0.6868 -0.0294
C -0.5319 -2.3506 -0.1961 -0.2501
C 0.1530 -2.4079 -1.4285 -0.0959
C 0.4143 -3.7410 -1.9955 -0.1779
C 1.6166 -4.0140 -2.6620 -0.0495
C 1.8465 -5.2408 -3.2643 -0.1180
C 0.8871 -6.2532 -3.2751 -0.6724
Cl 1.1947 -7.5976 -4.3215 0.6654
C -0.2797 -6.0346 -2.5211 -0.0831
C -0.5249 -4.8111 -1.9031 -0.0285
C 0.6797 -1.2958 -2.1183 -0.2322
N 0.9110 -0.0037 -1.6042 -0.3835
C 1.1886 0.8760 -2.6955 -0.2068
C 1.0877 2.2718 -2.6420 -0.0592
C 1.7511 3.0562 -3.6984 -0.1868
C 1.5207 2.8072 -5.0513 -0.0301
C 2.2848 3.4270 -6.0648 -0.0806
C 3.1345 4.4762 -5.6993 -0.6814
Cl 3.8305 5.4521 -6.9322 0.6827
C 3.2783 4.7893 -4.3443 -0.1011
C 2.6688 4.0541 -3.3741 -0.0553
C 0.3467 3.0137 -1.6387 -0.2038
C 0.2685 4.4534 -1.5932 -0.0017
C -0.8871 4.8094 -0.9330 -0.0332
C -1.4948 3.6069 -0.5046 -0.2157
N -0.7531 2.5193 -0.8992 -0.0477
C -2.8087 3.4996 0.1380 -0.0640
C -2.8965 2.5159 1.1424 -0.2273
C -3.5525 2.6558 2.4236 -0.0271
C -3.4844 1.4522 3.0652 0.0062
C -2.7311 0.5258 2.1821 -0.1923
N -2.3481 1.2526 1.0746 -0.0633
C -3.9428 4.3390 -0.1993 -0.1592
C -5.2083 4.1413 0.4105 -0.0225
C -6.3178 4.8870 0.0625 -0.1053
C -6.2051 5.8556 -0.9200 -0.6918
Cl -7.5778 6.7443 -1.4448 0.6715
C -4.9644 6.0921 -1.5416 -0.0904
C -3.8706 5.2874 -1.2226 -0.0317
C 1.3134 0.0397 -3.8655 0.0383
C 0.8834 -1.2352 -3.5109 0.0005
N -1.1931 -1.2926 0.3447 -0.0482
H -3.0801 -0.7113 7.0030 0.1255
H -2.2844 0.2038 4.9237 0.1300
H -3.9298 -3.1647 2.8072 0.1047
H -4.8100 -4.0907 4.8537 0.0971
H -1.8076 -3.6944 2.5571 0.0965
H -0.2232 -4.4452 0.4834 0.0951
H 2.3597 -3.2505 -2.8549 0.1158
H 2.8492 -5.3611 -3.7037 0.1145
H -1.0826 -6.8027 -2.4239 0.1223
H -1.4451 -4.6721 -1.3274 0.1187
H 0.7205 2.1266 -5.3676 0.1216
H 2.2070 3.1480 -7.1154 0.1072
H 3.9410 5.6365 -4.1078 0.1174
H 2.9229 4.2340 -2.3014 0.1379
H 0.9963 5.1196 -2.0154 0.0939
H -1.2462 5.8265 -0.7501 0.1197
H -3.9158 3.6045 2.7930 0.1187
H -3.9289 1.1672 3.9921 0.0920
H -5.3623 3.3118 1.1105 0.1075
H -7.2755 4.7030 0.5241 0.1056
H -4.8028 6.8668 -2.2795 0.1038
H -2.9634 5.4440 -1.8200 0.1026
H 1.6650 0.3838 -4.8173 0.0979
H 0.8077 -2.1183 -4.1545 0.1268
S 1.8647 -1.1490 2.5456 0.6784
C 2.0360 -2.8812 2.6618 -0.6493
C 1.9165 -3.4952 3.9567 -0.1137
C 2.0600 -4.8518 4.0740 -0.0979
C 2.5100 -5.5874 2.9795 -0.0876
C 2.5486 -5.0690 1.6941 -0.0748
C 2.3068 -3.6972 1.5341 -0.1139
H 1.6748 -2.8809 4.8501 0.1112
H 1.8771 -5.3347 5.0557 0.1181
H 2.8491 -6.6264 3.1407 0.1137
H 2.7456 -5.6883 0.8021 0.1170
H 2.2446 -3.2597 0.5450 0.0919
C 4.7315 2.3276 0.4978 -0.3689
As 5.8959 0.7036 0.5802 1.0258
C 5.4614 0.0488 2.4083 -0.3624
C 4.9395 -0.6565 -0.6017 -0.3505
S 1.3855 0.2722 0.0620 0.6232
H 4.9484 2.9353 1.3939 0.0109
H 3.6566 2.0443 0.3972 -0.0255
H 5.0712 2.9499 -0.3641 0.0084
H 5.4694 0.9963 2.9485 -0.0014
H 6.2708 -0.6470 2.7725 0.0304
H 4.4626 -0.4062 2.4271 -0.0513
H 5.7629 -1.1859 -1.1299 0.0004
H 4.2281 -0.1193 -1.2667 -0.0052
H 4.3831 -1.3619 0.1032 0.0109
```

Calculated values
- Frontier orbital gap (spin up / spin down): 4.37 / 4.42 eV
- 2S+1: 5
- ⟨S²⟩: 6.20
- ΔE to the lowest compared entry with this formula, charge and spin: 0.206 eV

=====

2.
C53H38NO8P3PtSTe | ωB97M-V/def2-TZVPD

```
106
Properties=species:S:1:pos:R:3:lowdin_charge:R:1
Pt -0.0821 -0.0069 -0.1818 0.7759
O 1.4748 -2.6227 -5.8478 0.1675
C 1.2079 -2.4033 -4.7021 -0.2311
C 0.1164 -1.4628 -4.1839 -0.2609
O -0.6217 -0.7928 -4.8625 0.1363
C 0.1874 -1.5310 -2.7109 -0.2726
C 1.1972 -2.3811 -2.3184 -0.2437
O 1.5210 -2.6639 -1.0871 -0.1780
C 1.9114 -2.9568 -3.4656 -0.2686
O 2.8620 -3.7004 -3.4409 0.1292
O -0.6370 -0.8798 -1.9403 -0.2557
Te 3.7892 0.3024 2.3054 1.5397
C 3.5295 0.5637 4.3851 -0.5134
C 3.1871 -0.5483 5.1452 -0.1395
C 3.1199 -0.4070 6.5243 -0.1366
N 3.3883 0.7299 7.1609 0.0762
C 3.7495 1.7745 6.4218 -0.1374
C 3.8414 1.7451 5.0361 -0.1251
C 1.9213 -0.2766 1.7798 -0.7040
P 1.6831 -1.4013 0.2609 0.7389
C 3.2342 -0.8667 -0.5475 -0.3843
C 3.3680 0.4895 -0.8561 -0.1802
C 4.4847 0.9471 -1.5412 -0.0762
C 5.4785 0.0546 -1.9150 -0.0677
C 5.3397 -1.2991 -1.6325 -0.0546
C 4.2156 -1.7640 -0.9692 -0.0713
C 1.7400 -2.8722 1.3417 -0.2964
C 0.5539 -3.5546 1.5943 -0.0773
C 0.5566 -4.6752 2.4091 -0.0697
C 1.7427 -5.1260 2.9716 -0.0756
C 2.9299 -4.4576 2.7079 -0.0740
C 2.9300 -3.3297 1.8991 -0.0956
P 0.2761 0.5206 2.1159 0.8644
C -0.6307 -0.7868 2.9900 -0.3386
C -0.1131 -1.3687 4.1421 -0.0860
C -0.8046 -2.3846 4.7831 -0.0668
C -2.0143 -2.8289 4.2699 -0.0750
C -2.5394 -2.2458 3.1241 -0.0617
C -1.8545 -1.2224 2.4886 -0.0955
C 0.7677 1.8202 3.2944 -0.3731
C 0.2523 1.8492 4.5854 -0.0680
C 0.5737 2.8971 5.4337 -0.0607
C 1.3709 3.9398 4.9852 -0.0760
C 1.8637 3.9264 3.6888 -0.0780
C 1.5734 2.8645 2.8481 -0.1544
H 2.9881 -1.5087 4.6844 0.0900
H 2.8438 -1.2528 7.1447 0.1095
H 3.9739 2.6889 6.9595 0.1123
H 4.1343 2.6342 4.4947 0.0984
H 2.5789 1.1883 -0.5927 0.0855
H 4.5666 1.9970 -1.7913 0.1096
H 6.3506 0.4081 -2.4496 0.1069
H 6.0961 -2.0022 -1.9551 0.1124
H 4.0799 -2.8259 -0.8128 0.1165
H -0.3681 -3.2232 1.1337 0.1098
H -0.3708 -5.1997 2.5988 0.1086
H 1.7452 -6.0054 3.6026 0.1043
H 3.8619 -4.8169 3.1252 0.1059
H 3.8639 -2.8196 1.7003 0.0803
H 0.8274 -1.0211 4.5466 0.0796
H -0.3955 -2.8310 5.6805 0.1094
H -2.5532 -3.6255 4.7671 0.1074
H -3.4888 -2.5815 2.7275 0.1094
H -2.2741 -0.7464 1.6130 0.0803
H -0.4331 1.0828 4.9204 0.1126
H 0.1695 2.9133 6.4374 0.1129
H 1.5915 4.7725 5.6408 0.1101
H 2.4556 4.7542 3.3200 0.1149
H 1.9089 2.8912 1.8191 0.0982
O -1.6000 1.5912 2.1731 -0.4525
S -1.5444 3.0385 1.7669 0.4802
O -1.6016 3.9352 2.8878 -0.2701
O -0.4795 3.2474 0.7998 -0.3442
C -3.0272 3.2266 0.8375 -0.2662
C -4.0382 4.0308 1.3343 -0.0407
C -5.1749 4.2453 0.5710 -0.0595
C -5.2757 3.6577 -0.6795 -0.0595
C -4.2605 2.8418 -1.1597 -0.0686
C -3.1109 2.6042 -0.4047 -0.2949
P -1.7924 1.5170 -1.1212 1.0490
C -0.8737 2.6227 -2.2397 -0.3450
C 0.2169 2.1072 -2.9408 -0.0925
C 0.9347 2.9106 -3.8125 -0.0663
C 0.5790 4.2412 -3.9836 -0.0794
C -0.4959 4.7632 -3.2799 -0.0703
C -1.2221 3.9582 -2.4135 -0.0668
C -2.8672 0.5119 -2.1952 -0.3978
C -2.9640 0.6937 -3.5656 -0.0881
C -3.8590 -0.0706 -4.3048 -0.0674
C -4.6555 -1.0135 -3.6773 -0.0776
C -4.5547 -1.2038 -2.3030 -0.0741
C -3.6616 -0.4464 -1.5678 -0.1000
H -3.9070 4.4881 2.3052 0.1138
H -5.9720 4.8724 0.9485 0.1083
H -6.1509 3.8271 -1.2933 0.1084
H -4.3747 2.3910 -2.1350 0.1065
H 0.5015 1.0707 -2.8197 0.0784
H 1.7691 2.4915 -4.3605 0.1083
H 1.1395 4.8697 -4.6637 0.1033
H -0.7728 5.8024 -3.4019 0.1051
H -2.0511 4.3817 -1.8628 0.1060
H -2.3292 1.4113 -4.0680 0.1105
H -3.9143 0.0625 -5.3771 0.1100
H -5.3478 -1.6108 -4.2567 0.1022
H -5.1683 -1.9471 -1.8098 0.1025
H -3.5834 -0.5954 -0.4953 0.0996
```

Calculated values
- Frontier orbital gap (spin up / spin down): 5.67 / 5.67 eV
- ΔE to the lowest compared entry with this formula, charge and spin: 1.252 eV

=====

3.
C53H41BiN5O3S2Te | ωB97M-V/def2-TZVPD

```
106
Properties=species:S:1:pos:R:3:lowdin_charge:R:1
Bi 0.8747 0.4002 -0.2866 1.8747
C -0.6375 -4.8627 4.6692 -0.0377
C -0.6722 -3.7555 3.6482 -0.2520
C -1.7022 -2.8404 3.5944 0.0152
C -1.7267 -1.7876 2.6776 -0.0570
C -2.9529 -0.9576 2.5773 -0.2765
O -2.9384 0.1970 2.2052 0.0630
C -4.2648 -1.5976 2.9280 -0.1604
C -4.5778 -2.8974 2.5280 -0.0368
C -5.8058 -3.4493 2.8567 -0.0681
C -6.7257 -2.7110 3.5913 -0.0748
C -6.4236 -1.4139 3.9820 -0.0686
C -5.2015 -0.8549 3.6403 -0.0182
C -0.6229 -1.5502 1.8099 -0.2466
O -0.6515 -0.4610 1.0175 -0.3375
C 0.3774 -2.5539 1.8060 -0.1347
C 0.3290 -3.6166 2.7001 0.0061
C 1.5296 -2.5715 0.8493 -0.2763
N 1.4721 -3.0727 -0.3242 0.1102
C 0.2152 -3.5949 -0.8555 -0.3051
C -0.2670 -2.7063 -2.0025 -0.5277
Te -2.1327 -3.3670 -2.8642 1.2709
C -3.1019 -1.5359 -2.3830 -0.5639
C -2.5645 -0.3387 -2.8507 -0.1636
C -3.1538 0.8707 -2.5077 -0.0988
C -4.2928 0.8901 -1.7135 -0.0863
C -4.8409 -0.3018 -1.2649 -0.0723
C -4.2448 -1.5149 -1.5928 -0.1395
C 2.8447 -2.0423 1.3280 -0.1855
C 3.1377 -1.9232 2.6856 -0.0164
C 4.3625 -1.4155 3.0957 -0.0555
C 5.3006 -1.0052 2.1599 -0.0672
C 5.0221 -1.1318 0.8057 -0.0719
C 3.8072 -1.6524 0.3955 -0.0707
H -1.5884 -4.9307 5.1963 0.0787
H 0.1463 -4.6836 5.4075 0.0844
H -0.4332 -5.8263 4.2006 0.0827
H -2.5264 -2.9389 4.2897 0.1292
H -3.8617 -3.4621 1.9444 0.1202
H -6.0452 -4.4592 2.5472 0.1074
H -7.6786 -3.1492 3.8602 0.1070
H -7.1443 -0.8411 4.5521 0.1067
H -4.9461 0.1548 3.9406 0.1151
H 1.1173 -4.3633 2.6467 0.1415
H -0.5638 -3.6917 -0.0972 0.0986
H 0.4311 -4.5897 -1.2518 0.1114
H 0.4952 -2.6487 -2.7771 0.0213
H -0.4854 -1.6989 -1.6489 -0.0256
H -1.6932 -0.3499 -3.4974 0.0965
H -2.7317 1.7985 -2.8774 0.1025
H -4.7566 1.8328 -1.4506 0.1052
H -5.7289 -0.2919 -0.6446 0.1105
H -4.6737 -2.4427 -1.2343 0.0915
H 2.4101 -2.2184 3.4281 0.1146
H 4.5746 -1.3236 4.1527 0.1130
H 6.2447 -0.5885 2.4869 0.1094
H 5.7621 -0.8316 0.0720 0.1043
H 3.5744 -1.7677 -0.6532 0.0651
S 5.8108 1.2467 -3.6121 1.0418
C 7.0842 1.7689 -4.6235 -0.3948
C 6.9797 3.0897 -4.9258 -0.1662
C 5.8436 3.6934 -4.3324 -0.1093
C 5.1015 2.8297 -3.5767 -0.4693
C 3.8533 3.0816 -2.8574 -0.1757
C 3.3179 2.1222 -1.9761 -0.1035
N 2.1425 2.2401 -1.3981 -0.0274
C 1.3909 3.3365 -1.6127 -0.1581
C 1.8883 4.4055 -2.3779 -0.1190
C 1.1124 5.6013 -2.4971 -0.0026
C -0.0788 5.7059 -1.8823 0.0011
C -0.6197 4.6178 -1.1218 -0.1237
C -1.8282 4.7324 -0.4431 0.0317
C -2.3317 3.7002 0.3206 -0.1612
C -1.6058 2.4767 0.3049 -0.0037
N -0.4548 2.3460 -0.3577 -0.0191
C 0.0847 3.4121 -1.0232 -0.1448
C -3.5443 3.9186 1.1113 -0.4644
C -4.2231 3.0668 1.9379 -0.0943
C -5.3286 3.6753 2.5824 -0.1635
C -5.4788 4.9824 2.2425 -0.3975
S -4.2883 5.4910 1.1365 1.0658
C 3.1241 4.2417 -3.0133 0.0729
H 7.8321 1.0677 -4.9611 0.0740
H 7.6879 3.6142 -5.5514 0.1118
H 5.5945 4.7390 -4.4611 0.1148
H 3.8805 1.2293 -1.7360 0.0840
H 1.5137 6.4225 -3.0795 0.1262
H -0.6545 6.6209 -1.9522 0.1272
H -2.3719 5.6682 -0.4992 0.0954
H -1.9636 1.5931 0.8302 0.1024
H -3.9562 2.0318 2.0718 0.0825
H -5.9790 3.1626 3.2772 0.1080
H -6.2205 5.6867 2.5895 0.0745
H 3.4942 5.0369 -3.6503 0.1306
O 1.7036 1.4977 3.7729 0.1375
C 1.6603 1.4102 2.6031 -0.4544
N 1.6421 1.3613 1.4005 -0.0961
C 5.2230 -2.8160 -3.0739 -0.0769
C 3.8449 -2.7119 -3.7412 -0.1995
C 3.0659 -1.5634 -3.2796 -0.2190
N 2.4713 -0.6279 -2.9670 0.1507
H 5.7895 -3.6272 -3.5279 0.0835
H 5.1234 -3.0265 -2.0134 0.0676
H 5.7880 -1.8916 -3.1949 0.0537
H 3.2562 -3.6080 -3.5376 0.1207
H 3.9539 -2.6152 -4.8223 0.1241
```

Calculated values
- Frontier orbital gap: 6.45 eV
- Charge: +1
- ΔE to the lowest compared entry with this formula, charge and spin: 0.730 eV

=====

4.
C53H41CoN7O2SeTe | ωB97M-V/def2-TZVPD

```
106
Properties=species:S:1:pos:R:3:lowdin_charge:R:1
Co -0.0207 0.0584 0.0069 0.5101
C 2.3116 -1.7226 1.4927 -0.1565
N 1.5096 -0.5049 1.4811 0.0247
C 1.8556 0.5366 2.1365 -0.0594
C 1.0448 1.7195 2.0098 -0.3217
C 0.9712 2.8862 2.7680 -0.0632
C -0.1299 3.5975 2.2636 -0.1121
C -0.6575 2.8272 1.2245 -0.1727
N 0.0456 1.6882 1.0817 -0.0391
C 3.2448 -1.8760 2.6637 -0.2379
C 2.7466 -2.2149 3.9196 -0.0478
C 3.5896 -2.3152 5.0142 -0.0874
C 4.9507 -2.0764 4.8667 -0.0976
C 5.4577 -1.7403 3.6209 -0.0836
C 4.6068 -1.6401 2.5269 -0.0366
H 2.8670 -1.7600 0.5507 0.0964
H 1.6112 -2.5666 1.4696 0.1130
H 2.7219 0.5639 2.7999 0.1359
H 1.6302 3.1692 3.5742 0.0923
H -0.4973 4.5571 2.5918 0.0789
H -1.5028 3.0602 0.5929 0.0828
H 1.6829 -2.3991 4.0340 0.1108
H 3.1882 -2.5822 5.9837 0.0993
H 5.6112 -2.1527 5.7208 0.0981
H 6.5173 -1.5548 3.4989 0.1004
H 5.0030 -1.3753 1.5529 0.1152
Se -2.5969 -6.8968 1.3144 1.1038
N -2.5484 -5.3835 2.2592 -0.2246
C -2.1220 -4.4474 1.4639 -0.3332
C -1.9652 -3.0548 1.8920 -0.0854
C -2.2966 -2.6019 3.1655 0.0165
C -2.0722 -1.2754 3.4722 -0.0125
C -1.5089 -0.4359 2.5166 -0.0556
N -1.1832 -0.8667 1.3005 0.0727
C -1.4220 -2.1525 0.9903 -0.1620
C -0.9870 -2.5444 -0.3616 -0.2376
N -0.2758 -1.6596 -0.9571 0.0742
C 0.3069 -1.9819 -2.2252 -0.0897
C -1.5084 -3.3269 -3.4167 -0.1654
C -1.5620 -4.1553 -2.2171 0.0194
C -1.3982 -3.8447 -0.9075 -0.1229
C -1.8224 -4.8423 0.1008 -0.3328
N -2.0160 -6.0983 -0.1735 -0.2313
H -2.7169 -3.2952 3.8817 0.1200
H -2.3132 -0.8765 4.4473 0.1136
H -1.2942 0.6034 2.7271 0.1170
H 1.0518 -1.2297 -2.4375 0.0839
H -1.5834 -3.8676 -4.3520 0.1547
H -1.8798 -5.1781 -2.3922 0.1233
C 2.5417 2.8987 -6.1222 -0.0560
C 2.1855 2.1712 -4.8525 -0.2671
C 3.0620 1.2972 -4.2389 0.0118
C 2.7712 0.6500 -3.0320 -0.0681
C 3.6886 -0.3688 -2.4950 -0.3032
O 3.5388 -0.9346 -1.4224 0.0790
C 4.8811 -0.7939 -3.3228 -0.1636
C 6.1458 -0.6940 -2.7536 -0.0219
C 7.2623 -1.1423 -3.4425 -0.0785
C 7.1204 -1.7216 -4.6962 -0.0924
C 5.8581 -1.8484 -5.2580 -0.0816
C 4.7441 -1.3789 -4.5770 -0.0459
C 1.5565 0.9744 -2.3365 -0.2957
O 1.3844 0.6253 -1.1336 -0.0690
C 0.5673 1.7178 -3.0711 -0.0520
C 0.9331 2.3294 -4.2634 0.0261
C -0.8107 1.8674 -2.5765 -0.1723
N -1.2987 1.1442 -1.6307 0.0955
C -2.6969 1.3482 -1.2493 -0.3111
C -3.6805 0.5817 -2.1284 -0.4626
Te -3.6135 -1.5334 -1.8614 1.4311
C -2.1953 -1.9461 -3.4292 -0.4954
C -2.7698 -1.5292 -4.7232 -0.1430
C -2.0415 -1.3097 -5.8258 -0.0828
C -0.5982 -1.3656 -5.7910 -0.0637
C 0.0377 -1.6717 -4.6563 -0.0091
C -0.6508 -2.0686 -3.4135 -0.2645
C -1.6348 2.9165 -3.2703 -0.2094
C -2.2979 2.6313 -4.4592 -0.0529
C -3.0637 3.6052 -5.0847 -0.0702
C -3.1650 4.8729 -4.5293 -0.0855
C -2.4896 5.1666 -3.3526 -0.0694
C -1.7237 4.1936 -2.7270 -0.0240
H 3.5664 2.6773 -6.4206 0.0726
H 2.4587 3.9802 -5.9975 0.0777
H 1.8853 2.6151 -6.9483 0.0750
H 4.0239 1.1223 -4.7030 0.1166
H 6.2455 -0.2651 -1.7644 0.1185
H 8.2443 -1.0480 -2.9967 0.1020
H 7.9907 -2.0795 -5.2310 0.0998
H 5.7407 -2.3107 -6.2300 0.1013
H 3.7601 -1.4760 -5.0209 0.1092
H 0.2124 2.9606 -4.7695 0.1192
H -2.9718 2.4063 -1.2701 0.1056
H -2.8078 1.0056 -0.2183 0.0871
H -3.5339 0.7874 -3.1858 0.0295
H -4.7030 0.8617 -1.8723 0.0487
H -3.8446 -1.3977 -4.7535 0.0845
H -2.5371 -1.0226 -6.7447 0.1059
H -0.0350 -1.0864 -6.6720 0.1066
H 1.1183 -1.5971 -4.6017 0.1133
H 0.8293 -2.9430 -2.1501 0.1589
H -2.2004 1.6446 -4.9001 0.1130
H -3.5764 3.3750 -6.0100 0.1041
H -3.7631 5.6322 -5.0161 0.1012
H -2.5554 6.1572 -2.9212 0.1048
H -1.1855 4.4217 -1.8135 0.1238
```

Calculated values
- Frontier orbital gap (spin up / spin down): 6.02 / 6.03 eV
- 2S+1: 2
- ⟨S²⟩: 0.76

=====

no.,energy (hartree)
1,-7244.765820
2,-4508.690695
3,-3822.628347
4,-6630.235397